Here is a 10-piece molecular cluster, C46H108N4O10 overall from the OMol25 dataset. Energies are from the ωB97M-V functional and the def2-TZVPD basis.

```
168
Properties=species:S:1:pos:R:3:forces:R:3
H -1.372166 7.619322 1.663517 0.0 0.7 0.6
H -1.886336 -2.215559 1.632803 0.2 -0.3 0.2
H -0.156745 -3.901962 0.830573 0.5 0.1 -0.3
N -5.279390 -2.176477 2.123234 1.9 1.5 2.3
C -4.423601 -1.279427 -0.014403 0.2 -0.1 0.5
H -2.414300 4.027430 1.694060 0.5 0.0 -0.3
O -6.559017 -2.462207 1.660183 0.2 -0.3 -0.5
H -1.015306 -4.342246 -6.906899 -0.5 -0.4 0.6
H -2.635653 1.039903 -3.391533 0.0 -0.3 0.0
C -3.215587 -0.708706 2.259102 -1.7 0.3 0.2
H -2.023156 -3.699687 -1.557988 0.8 0.3 0.1
H 1.970998 -1.641326 3.221590 -0.2 1.1 0.3
C 4.805047 -2.441972 3.567295 0.4 -0.8 0.4
H -5.330906 -1.438689 -0.597087 -0.6 0.5 0.4
C -0.342944 -2.706095 -3.715388 -1.1 0.3 -1.6
C 0.521740 -3.253021 1.384318 1.1 2.1 2.0
H 3.940482 -4.854579 3.275596 0.1 -0.7 -0.1
H -3.329104 -2.708678 -2.039557 -0.5 -0.5 -0.4
C 5.792627 2.818785 0.838439 -0.7 -0.5 0.8
H -3.806884 -0.607957 -0.611805 0.0 0.7 0.4
H 1.837554 1.719473 -5.257322 -0.2 -0.3 -0.3
C -4.481137 -3.346375 2.550742 -1.5 0.0 1.1
O 2.567753 -1.476343 2.487935 -1.2 2.3 0.3
H 2.528522 3.720291 0.763496 -0.5 -0.5 -0.3
H 1.541225 1.213530 -2.537414 -0.1 0.7 0.0
C -2.461279 -3.232686 -2.440057 0.5 0.0 -1.1
H 3.003055 1.780045 -1.664801 -0.2 0.1 0.1
H -1.260933 1.763402 -4.156699 0.0 0.2 -0.5
C -0.322379 1.440834 0.916469 -0.9 -2.3 -2.8
H 5.424951 6.203433 3.114521 -0.1 0.2 0.2
H -0.332411 4.045892 -0.372356 0.4 -0.7 0.0
H -4.843759 -3.574894 -3.624870 0.0 0.1 0.2
H 4.520961 1.101785 2.521935 0.3 0.1 0.3
H 2.865994 0.231820 -2.482991 0.8 0.0 -0.5
H 2.517625 4.221320 4.054084 -0.6 -0.3 -0.1
C 4.606901 5.713354 3.642467 -1.0 -1.0 0.7
C -2.839873 -4.417762 -3.406383 -1.0 1.0 -0.8
H 0.278417 -2.191393 1.341416 -0.4 0.1 -1.1
H -2.497794 -3.882711 3.269037 -0.1 -0.5 -0.6
O -0.180607 6.016674 1.601548 0.7 0.5 0.7
O -1.949948 -5.922637 -5.129808 -0.4 0.6 0.2
H 5.405607 2.035704 0.186444 -0.7 0.4 -0.3
H -2.957668 0.208261 -6.886336 0.3 -0.4 -0.3
C 4.821838 3.230645 2.021337 -0.5 -0.6 -0.8
H -1.753641 -2.842927 -6.214310 0.1 -0.1 0.1
C -0.929216 -3.553824 -6.159178 2.0 0.6 0.6
C 2.263817 -4.901772 1.114371 0.3 0.8 -1.0
H 0.016266 -3.089522 -6.439499 -0.2 0.8 -0.5
C 2.225706 4.909450 3.260753 -0.1 0.4 0.6
H 0.084935 -1.948586 -4.372043 0.2 0.0 -0.2
H 1.376522 -3.194395 -0.855937 -0.2 -0.1 0.0
H 4.484566 3.805798 4.871570 -0.5 0.8 0.4
C -4.032871 -3.908623 -4.272318 -0.4 -0.7 0.3
H -0.013127 5.061077 -1.449080 0.7 0.3 -0.9
O 2.674077 1.318198 -5.010738 -0.3 0.1 -0.1
H 0.807883 7.326254 -0.263048 0.2 0.5 -0.7
H -4.717507 -4.054748 0.416626 -0.2 0.0 0.3
H -5.755458 0.564044 2.766092 -0.1 -0.1 0.1
H -3.864964 5.529516 0.507256 0.0 0.1 0.7
H 4.187918 -4.949269 0.134050 -0.1 0.4 0.0
H 0.922904 -5.315068 -3.684315 -0.5 0.2 0.1
C -2.350889 1.755640 -4.162722 -0.3 -0.1 0.4
H -3.339665 -0.280048 3.253573 -0.7 0.6 0.0
H -7.097672 -2.336989 2.444892 -0.3 0.0 0.0
O 3.245696 4.292489 0.480917 0.5 -0.1 0.9
H 6.610740 2.255301 1.287076 0.5 0.4 0.2
H 3.868890 -6.364614 0.982903 -0.2 -0.2 0.4
H -5.022748 4.262433 0.306648 -0.1 -0.1 -0.7
C -3.287599 -5.591186 -2.488341 0.9 1.3 -0.4
C -1.618267 -2.095211 -3.121249 -0.3 -2.2 0.9
H 4.216918 7.120606 1.424886 0.2 0.4 0.8
H 6.696345 3.856256 2.936946 0.0 0.5 -0.5
H -4.468942 -4.737728 -4.829569 0.2 0.0 -0.3
H -3.922809 3.601556 2.221313 -0.5 -0.4 0.0
H -0.722193 5.594667 0.930584 0.0 0.1 -0.5
H 6.124122 -2.196808 1.304425 0.2 -0.6 0.0
C 2.227595 -2.791576 -0.306829 -0.2 -0.4 0.2
N 2.854335 -2.760826 2.237435 0.8 -3.8 -0.9
C 3.260878 6.754007 1.798638 -0.2 -1.5 0.5
H 0.380941 7.962179 2.072990 -0.2 -0.4 0.4
H -5.036751 1.165918 1.273543 0.0 0.0 -0.1
H 6.019096 2.637608 3.828558 -0.5 -0.8 -0.6
H 5.034781 -3.202847 0.203061 0.5 0.4 0.0
H -0.106512 1.398507 -1.312439 0.0 0.0 0.4
C 5.155112 4.459108 4.313305 0.6 -0.4 -1.3
H -3.239925 -4.610774 1.203125 0.2 0.4 -0.1
H 0.558286 -5.549183 -5.437946 0.1 -0.7 0.3
H -1.056594 1.622394 1.701363 0.0 0.1 -0.1
C -3.951114 4.461675 0.306254 -0.2 1.2 -2.1
C -3.051274 1.412066 -5.482661 -0.9 1.4 2.9
H 0.396650 -2.767807 -2.917083 0.0 -1.0 -0.1
C 4.284052 -3.037974 2.257113 0.7 -0.7 -0.3
H -6.499562 0.174230 1.173926 0.0 0.0 0.1
C 5.711461 3.505599 3.245411 0.9 0.9 0.6
H -2.727878 2.704794 -3.781820 0.2 0.2 -0.1
C -0.582892 -3.987656 -4.699008 -1.4 0.5 1.2
H 2.755036 6.580483 0.848843 -0.6 -0.4 0.4
H -3.825339 -3.087224 -4.958131 0.4 -0.1 0.1
C -0.060698 7.930737 -0.001755 0.1 -0.9 0.9
H 0.072747 0.427492 0.987991 0.1 -0.2 0.8
H -1.574150 -1.418722 3.221038 0.5 -0.6 -0.1
H -3.946868 -5.165111 -1.732094 -0.4 -0.3 -0.1
H -2.609541 -0.002032 1.692166 -0.5 0.2 -0.3
C -4.653546 -0.977343 1.580577 0.8 0.3 -2.5
C 4.423887 -4.641506 2.322169 -0.4 2.1 -1.4
C -5.567928 0.324943 1.719312 1.1 -1.4 -0.2
H 3.193933 1.688758 1.648062 0.0 0.5 -0.5
H 4.309841 -2.938694 4.401646 -0.4 0.1 0.1
C -5.293703 -3.978818 3.747253 0.8 -1.6 -0.7
H 5.993403 4.780373 4.931499 -0.1 -0.3 0.4
H -2.491748 4.604363 -1.076383 0.5 0.3 0.4
H 6.137232 3.678723 0.264100 0.0 -0.1 0.1
O -3.398669 4.297621 -1.005652 -1.5 -0.8 -0.1
C 2.093671 -3.348968 1.168722 -2.6 -1.4 -2.0
H 4.694276 -1.365898 3.701102 0.0 -0.1 -0.4
C -2.323872 -1.864568 2.567399 -1.1 -1.2 0.0
C -0.871912 1.468277 -0.539520 -1.6 0.1 1.3
H 4.156077 6.298211 4.444221 0.2 0.7 -0.2
H -4.690049 -5.320501 1.693173 -0.4 -0.1 -0.3
N -1.699457 -4.844412 -4.244795 0.6 0.3 2.3
H 3.071540 -3.140344 -0.901995 0.4 0.2 0.4
C -0.323612 7.420909 1.441537 -1.0 0.2 -1.2
H -1.376355 -1.425550 -2.295934 0.1 0.5 -0.3
H 3.338414 2.193993 3.271253 0.2 0.0 0.3
H 1.680463 5.745601 3.698554 -0.2 -0.1 0.1
N 4.036100 4.463767 1.638855 2.1 -0.3 0.5
H 2.649484 7.387142 2.441633 0.4 0.6 -0.3
H -3.708785 -6.441739 -3.024317 0.0 0.1 0.1
H 0.275390 -3.315955 2.444255 0.2 -1.0 0.4
H 0.121820 9.005264 0.011164 0.3 0.0 -0.1
C 0.667597 -4.829808 -4.626358 0.7 -0.2 -1.7
H -3.145751 -2.896398 4.368727 -1.0 0.9 0.0
H 0.484850 3.114139 1.302063 0.0 0.3 0.3
H 1.823715 -5.181967 0.157352 -0.4 -0.1 0.0
H -4.008317 1.011059 -5.148963 -0.6 0.2 -0.2
H -0.877411 7.736923 -0.697098 0.0 -0.2 0.1
C 3.086651 2.044934 -3.840706 -0.2 -1.6 -0.1
O 0.732843 2.290773 0.875262 2.2 2.0 1.1
C -4.287488 -4.360342 1.370454 0.4 -0.4 0.9
C 3.702315 -5.289430 1.048704 1.7 0.1 2.0
O -0.648417 4.861310 -0.761531 -1.2 0.2 0.3
H 1.684692 -5.398476 1.892837 0.3 0.1 0.3
C -3.140944 -3.002801 3.283946 1.5 0.6 -1.5
H 2.099543 -1.712047 -0.386292 0.4 0.1 0.3
H -6.265827 -4.435661 3.561881 -0.4 0.7 -0.4
H 1.590759 4.489846 2.480450 0.0 -0.1 0.4
H -1.612528 0.675335 -0.643683 -0.1 -0.3 -0.3
H -1.435005 2.395960 -0.641631 0.0 0.0 -0.5
C 2.628029 1.292391 -2.564613 -0.1 0.3 -0.3
C 3.936267 2.010445 2.378520 -0.5 -0.1 -0.1
H 4.168300 2.061853 -3.974334 0.1 0.4 0.6
C 3.489428 5.415220 2.652887 0.9 0.9 -3.2
H 2.643513 3.037867 -3.916968 0.3 0.2 0.5
O -2.387742 0.432292 -6.147014 1.0 -1.2 -1.6
H -2.261575 -1.611629 -3.856361 0.2 0.2 0.0
C 5.112563 -2.492271 1.025946 -1.2 0.4 1.0
H 5.509001 -4.738117 2.358106 0.0 -0.8 0.0
H 4.658321 -1.540987 0.748802 -0.2 0.0 -0.3
H -3.944110 -2.239830 -0.203634 0.3 -0.1 0.8
H 1.550981 -4.293464 -4.972846 0.1 0.5 0.3
H -4.741778 -4.897071 3.947988 0.4 -0.2 0.4
H -5.268307 -3.414061 4.679186 -0.2 0.4 -0.4
H -1.495027 -6.658868 -4.714341 0.0 -0.2 0.1
H -3.250674 2.344502 -6.010767 0.2 0.0 -0.6
C -3.337936 3.602107 1.301516 1.4 -0.4 2.3
H -3.113448 2.582322 0.988894 -0.3 0.1 -0.2
H 5.846325 -2.725158 3.721063 0.3 0.2 -0.3
H -2.353331 -5.810093 -1.971309 -0.1 -0.7 0.1
```
Forces are in eV/Å.

Summary:
total charge	-1
frontier orbital gap (spin up / spin down)	1.52 / 7.79	eV
multiplicity	2
E_tot	-2788.450557	Ha

Löwdin population analysis, charges in e, atoms 1 to 5: 0.097 0.085 0.087 -0.168 -0.022